Entry from the Open Molecules 2025 dataset: a molecular structure, CCl4O2P in a non-equilibrium geometry (wB97M-V/def2-TZVPD).

Structure (XYZ):
```
8
Properties=species:S:1:pos:R:3:nbo_charge:R:1
Cl -0.8601 -0.5874 -1.9408 0.0159
O 0.4036 0.9150 1.8796 -1.1578
Cl 0.1640 -1.7292 0.3573 0.2888
P 0.7441 0.8393 0.4819 1.2125
Cl -2.0695 -0.0747 0.6767 0.0319
O 2.0502 -1.6935 -0.8923 -0.4077
Cl 0.2025 2.6484 -0.3276 -0.4604
C -0.6349 -0.3180 -0.2349 -0.5234
```

Computed properties:
- relative energy (zero: lowest compared OMol25 entry of this formula, charge and spin) (eV) = 7.731
- strongest force on any atom (eV/A) = 4.453
- net charge = -1
- DFT total energy (eV) = -64507.4099